#w
Formula: C2HBrN2O2
Source: OMol25
Level of theory: the ωB97M-V functional and the def2-TZVPD basis

The frontier orbital gap is 9.57 eV. For the LUMO energy, the calculation gives -0.10 eV.

Positions of all 8 atoms, in Å:
C 5.34 -1.39 0.04
C 3.48 1.57 0.71
N 4.88 -0.33 0.39
N 3.78 0.40 0.14
O 5.89 -2.41 -0.11
O 2.82 2.42 1.13
Br -1.56 -1.37 0.45
H -1.50 -2.75 0.63

#x
Formula: C2HBrN2O2
Source: OMol25
Level of theory: the ωB97M-V functional and the def2-TZVPD basis

The frontier orbital gap (alpha / beta) is 8.26 / 8.76 eV. For the LUMO energy (alpha / beta), the calculation gives -3.15 / -1.75 eV.

Positions of all 8 atoms, in Å:
C 0.37 -0.75 1.12
C -0.22 -0.30 -0.07
N 0.83 -1.17 2.08
N -0.33 1.13 -0.33
O 0.38 1.84 0.34
O -1.14 1.47 -1.15
Br -1.52 -1.33 -0.91
H 1.63 -0.88 -1.09

Energy ordering: #w at the bottom, the next structure 5.471 eV above.

#w
Formula: C4H3I
Source: OMol25
Level of theory: the ωB97M-V functional and the def2-TZVPD basis

The frontier orbital gap is 7.37 eV. For the LUMO energy, the calculation gives -1.51 eV.

Positions of all 8 atoms, in Å:
C -1.25 -1.14 0.51
C -1.08 0.06 0.27
C -0.17 0.74 -0.23
C 0.76 1.42 -0.57
I 2.78 0.09 0.08
H -2.03 -1.70 0.78
H -0.29 -1.43 0.49
H 1.29 1.95 -1.33

#x
Formula: C4H3I
Source: OMol25
Level of theory: the ωB97M-V functional and the def2-TZVPD basis

The frontier orbital gap (alpha / beta) is 6.27 / 6.26 eV. For the LUMO energy (alpha / beta), the calculation gives -3.26 / -3.26 eV.

Positions of all 8 atoms, in Å:
C 2.19 0.48 0.06
C 1.14 -0.14 -0.03
C -1.41 -0.90 -0.15
C -1.92 0.22 -0.36
I -4.33 0.04 0.21
H 3.05 0.84 0.39
H -1.49 -2.03 -0.21
H -1.83 1.23 -0.41

Energy ordering: #w at the bottom, the next structure 2.954 eV above.